Record 1
The following is a quantum chemistry calculation of the molecule C26H34N2O3, from the OMol25 dataset.

XYZ file:
```
65
Properties=species:S:1:pos:R:3:forces:R:3
O -4.86210 2.90406 -0.33834 0.119 0.227 0.133
C -4.82469 1.68718 -0.40685 0.089 -0.007 -0.127
C -3.53253 0.96677 -0.62921 0.243 0.128 -0.001
C -3.30202 0.23000 -1.78891 0.069 0.079 0.166
C -2.07737 -0.36107 -2.00690 0.196 -0.039 0.026
C -1.04523 -0.23479 -1.07232 -0.270 0.048 -0.076
O 0.10387 -0.88648 -1.38820 -0.136 -0.052 -0.116
C 1.24279 -0.77877 -0.55130 0.489 0.064 0.038
C 2.19553 -1.90844 -0.93391 -0.218 0.107 0.278
C 3.47435 -1.81299 -0.10902 -0.107 -0.106 -0.178
N 4.12804 -0.53755 -0.33609 0.010 -0.071 0.084
C 5.43874 -0.47223 0.28454 0.028 0.132 -0.206
C 6.32462 0.60525 -0.35707 -0.067 -0.241 0.211
C 7.73193 0.47278 0.14826 -0.025 0.146 -0.033
C 8.63565 -0.36932 -0.48742 -0.028 0.020 0.011
C 9.92094 -0.52336 0.00028 0.073 -0.074 -0.024
C 10.31970 0.16133 1.13569 0.095 -0.009 0.043
C 9.42630 1.00063 1.77856 0.052 0.025 0.094
C 8.14169 1.15331 1.28762 -0.004 -0.012 -0.022
C 3.26268 0.55182 0.07528 -0.096 0.136 -0.199
C 1.97637 0.54939 -0.74320 -0.190 -0.109 0.227
C -1.27111 0.51211 0.07970 0.345 -0.153 0.015
C -2.50180 1.11103 0.28661 -0.296 -0.007 -0.150
N -5.93893 0.92043 -0.33171 -0.204 0.000 -0.137
C -7.22140 1.55121 -0.09734 -0.130 0.463 0.142
C -7.68856 1.28938 1.33308 -0.084 -0.162 -0.200
C -7.73558 -0.21200 1.60039 0.252 0.155 0.127
C -6.37308 -0.84296 1.30954 -0.316 -0.480 -0.257
C -6.41037 -2.36010 1.50427 0.424 0.300 0.373
O -7.33340 -2.92402 0.59787 -0.275 -0.169 -0.264
C -5.95169 -0.50699 -0.12902 0.134 -0.419 0.324
H -4.08558 0.13198 -2.52608 -0.086 -0.044 -0.071
H -1.88586 -0.93184 -2.90190 0.025 -0.061 -0.112
H 0.94814 -0.90054 0.50218 0.007 0.009 -0.107
H 2.43520 -1.81460 -1.99292 0.011 -0.022 -0.062
H 1.71424 -2.87349 -0.77146 -0.029 -0.021 -0.011
H 4.15815 -2.60941 -0.41190 -0.031 0.016 0.087
H 3.23197 -1.95932 0.96131 0.059 -0.026 -0.023
H 5.37196 -0.29558 1.37302 0.030 -0.068 -0.026
H 5.92677 -1.43935 0.13727 -0.013 0.030 0.059
H 6.29145 0.47019 -1.43874 -0.029 0.039 -0.013
H 5.94133 1.59822 -0.11999 0.000 0.036 -0.068
H 8.32809 -0.90441 -1.37474 -0.037 -0.053 -0.112
H 10.61413 -1.17887 -0.50678 0.053 -0.045 -0.042
H 11.32320 0.04243 1.51697 0.076 -0.006 0.025
H 9.73149 1.53891 2.66427 0.024 0.041 0.064
H 7.44872 1.81222 1.79195 -0.081 0.078 0.039
H 3.78588 1.49478 -0.08771 -0.044 0.001 0.095
H 3.01482 0.47939 1.15274 0.073 0.031 -0.019
H 2.21992 0.65665 -1.80097 -0.017 0.019 -0.041
H 1.34525 1.38950 -0.44960 -0.002 0.023 -0.019
H -0.50014 0.64318 0.82247 0.097 -0.008 0.034
H -2.66468 1.70231 1.17557 -0.003 0.081 0.070
H -7.09999 2.62051 -0.27804 -0.080 -0.169 -0.045
H -7.94538 1.14016 -0.80930 0.001 0.020 0.006
H -8.67387 1.73220 1.48321 -0.005 0.070 0.027
H -6.99100 1.76568 2.02528 0.002 0.085 0.023
H -8.01815 -0.40148 2.63804 -0.065 -0.068 0.014
H -8.47890 -0.68263 0.95467 -0.080 -0.030 0.016
H -5.62705 -0.43179 1.99871 0.028 -0.026 -0.014
H -5.40532 -2.77373 1.33316 -0.071 0.040 0.055
H -6.70446 -2.58470 2.53982 0.076 0.039 -0.070
H -7.36464 -3.87574 0.73357 0.000 0.075 -0.017
H -4.96393 -0.92127 -0.33147 -0.161 -0.012 -0.023
H -6.67388 -0.96026 -0.81608 0.100 0.004 -0.020
```
Positions in Å, forces in eV/Å.

Its structure (SMILES) is O=C(c1ccc(OC2CCN(CCc3ccccc3)CC2)cc1)N1CCC[C@@H](CO)C1. The value obtained for the energy above the lowest of the compared OMol25 structures with the same formula, charge and spin is 107.31 kJ/mol.



Record 2
The following is a quantum chemistry calculation of the molecule C3H9ClNOP at a distorted geometry, from the OMol25 dataset.

XYZ file:
```
16
Properties=species:S:1:pos:R:3:forces:R:3
C -1.69994 0.47277 0.87344 -1.397 1.197 -2.253
N -0.64778 0.28942 -0.11135 1.628 0.234 -0.222
C -0.89694 -0.56209 -1.25249 -1.934 -2.063 0.304
P 0.85476 0.36906 0.61319 -0.889 7.307 2.924
C 2.18748 -0.05721 -0.46281 -0.963 1.300 -2.608
O 1.00979 1.73433 1.46251 -0.237 -4.742 -3.437
Cl 0.80755 -1.01969 2.01884 0.344 -1.532 0.613
H -2.08947 -0.43424 1.18481 -0.985 -2.068 0.441
H -1.29782 0.90602 1.70509 1.222 1.309 2.220
H -2.54921 1.16177 0.59752 0.944 -0.716 -0.422
H -0.32331 -0.34476 -2.17201 -0.170 0.152 0.687
H -0.80688 -1.73654 -1.01750 -0.098 2.356 -0.406
H -2.00055 -0.36701 -1.42630 1.273 -0.538 -0.455
H 2.98828 0.10849 0.16592 2.027 -0.403 1.422
H 1.99269 -1.04423 -0.77430 0.432 -1.529 -0.162
H 2.47136 0.52391 -1.40455 -1.196 -0.264 1.353
```
Positions in Å, forces in eV/Å.

Its structure (SMILES) is CN(C)[P@@](C)(=O)Cl. The value obtained for the energy above the lowest of the compared OMol25 structures with the same formula, charge and spin is 52.07 kJ/mol.



Record 3
The following is a quantum chemistry calculation of a structure of composition C26H28AsAuN13O, from the OMol25 dataset.

XYZ file:
```
70
Properties=species:S:1:pos:R:3:forces:R:3
Au 0.11986 -0.07185 -0.27887 0.587 -0.058 -0.254
N -0.73989 -3.38668 -1.65273 0.092 -0.114 -0.142
C -1.44080 -3.09240 -0.53299 -0.145 0.187 0.394
N -2.04778 -4.02355 0.24614 0.025 -0.142 -0.233
N -2.61037 -3.37238 1.21895 -0.071 0.155 0.164
N -2.32014 -2.10856 1.05807 0.066 -0.109 -0.100
N -1.59910 -1.87620 -0.03805 -0.148 -0.147 -0.035
C -0.05233 -2.47715 -2.44236 0.336 0.434 -0.229
N 0.36327 -2.75875 -3.65729 -0.136 -0.212 0.167
N 1.06645 -1.67802 -4.05368 -0.035 -0.038 0.009
N 1.07796 -0.78015 -3.14123 0.058 0.171 0.145
N 0.37719 -1.25226 -2.09017 -0.342 -0.133 0.385
H -0.86183 -4.30404 -2.05429 0.014 -0.011 0.032
O -1.48839 1.02363 -1.00718 0.698 -0.329 -0.096
As -2.76460 1.37602 0.02036 -0.882 0.370 0.276
C -3.83614 2.57426 -1.04480 0.133 -0.193 0.058
C -5.17885 2.43152 -1.37151 0.002 -0.012 0.158
C -5.75765 3.30687 -2.27795 -0.055 0.000 0.000
C -5.00533 4.31982 -2.85124 0.015 -0.017 0.015
C -3.67159 4.48061 -2.50052 -0.021 0.050 -0.022
C -3.08423 3.60813 -1.60222 0.077 -0.097 0.110
C -3.67970 -0.12964 0.82232 0.165 0.072 0.051
C -2.89097 -0.96189 1.81867 -0.128 0.028 -0.092
C -3.74433 -1.52184 2.91980 0.033 0.048 -0.114
C -5.05095 -1.77174 2.67872 0.006 0.061 0.129
C -5.65095 -1.36403 1.46580 -0.085 -0.110 0.059
C -4.97950 -0.47946 0.59948 0.190 0.253 -0.144
C -2.04971 2.38564 1.50566 0.010 -0.067 -0.186
C -0.68730 2.66421 1.53499 -0.068 -0.119 -0.091
C -0.16699 3.47469 2.53241 0.007 0.007 0.054
C -1.01418 4.01652 3.48848 0.026 0.002 -0.002
C -2.37616 3.74530 3.45482 -0.026 0.012 0.043
C -2.89909 2.93228 2.46258 -0.046 -0.185 -0.070
H -5.79139 1.67149 -0.91415 -0.022 0.000 -0.068
H -6.80136 3.18994 -2.53682 0.005 0.009 -0.001
H -5.45981 4.98579 -3.57222 0.001 0.022 0.022
H -3.08851 5.28189 -2.93358 0.015 -0.017 0.000
H -2.03966 3.71650 -1.33570 0.015 0.039 -0.090
H -2.03691 -0.39905 2.20785 -0.024 -0.055 0.073
H -3.26013 -1.79850 3.84542 -0.031 -0.062 -0.004
H -5.65658 -2.26395 3.42765 0.009 -0.012 -0.006
H -6.67562 -1.63439 1.25457 0.005 -0.009 -0.017
H -5.53554 -0.04642 -0.21749 -0.031 -0.018 0.021
H -0.04229 2.27027 0.75403 0.050 0.114 0.002
H 0.89157 3.69748 2.55249 0.001 0.011 -0.001
H -0.61373 4.66375 4.25725 -0.002 -0.012 0.009
H -3.03197 4.17557 4.19961 -0.002 -0.001 -0.004
H -3.96238 2.72232 2.42887 -0.015 0.051 0.034
C 2.72157 -1.65849 -0.22168 0.201 -0.154 -0.100
N 3.82500 -2.25353 0.49003 0.012 0.027 0.038
C 4.56334 -1.20971 1.20331 -0.044 -0.021 -0.030
N 3.69887 -0.52427 2.17236 0.033 0.037 0.029
C 2.59532 0.08202 1.47167 0.106 0.143 0.086
N 1.78963 -0.94566 0.72902 -0.392 0.154 -0.401
C 1.31753 -1.96116 1.73138 -0.023 -0.158 0.155
N 2.42287 -2.56097 2.43449 0.029 0.002 0.031
C 3.30776 -3.21772 1.46219 -0.021 0.043 -0.010
C 3.18251 -1.51186 3.12241 -0.035 -0.024 -0.040
H 2.15271 -2.43278 -0.73502 -0.013 0.048 0.016
H 3.08066 -0.93890 -0.95796 -0.062 0.026 0.015
H 4.94636 -0.48339 0.48510 0.007 -0.009 0.009
H 5.40245 -1.66035 1.73212 -0.002 0.011 -0.003
H 2.96852 0.81027 0.75022 -0.046 -0.027 -0.043
H 1.93666 0.58337 2.18553 -0.049 -0.020 -0.040
H 0.76153 -2.73469 1.19988 -0.034 0.049 -0.056
H 0.65603 -1.46105 2.44417 0.000 0.041 -0.056
H 2.75238 -3.99840 0.93967 0.010 0.010 0.003
H 4.14096 -3.67464 1.99495 -0.007 -0.002 -0.005
H 4.01772 -1.96859 3.65206 -0.005 0.010 0.003
H 2.53638 -1.01393 3.84834 0.006 -0.003 -0.009
```
Positions in Å, forces in eV/Å.

As for the spin multiplicity: 3. The charge is +1. The value obtained for the energy above the lowest of the compared OMol25 structures with the same formula, charge and spin is 175.57 kJ/mol.



Record 4
The following is a quantum chemistry calculation of a cluster of 6 separate species, C21H42Cl2O13 in total at a distorted geometry, from the OMol25 dataset.

XYZ file:
```
78
Properties=species:S:1:pos:R:3:forces:R:3
C 1.03793 -1.44203 -2.20390 -0.109 -0.322 -0.006
C 2.33392 -0.82533 -1.67391 -0.888 0.507 0.322
O 2.53681 -1.04199 -0.23760 0.043 1.478 0.359
C 1.93774 -0.10429 0.58994 -1.870 -0.696 -1.106
O 0.95035 0.55511 0.28592 1.696 -0.704 0.373
O 2.50135 -0.15554 1.79056 0.183 -0.560 0.096
C 1.75559 0.18493 2.98070 0.677 0.695 0.240
H 0.61987 -2.28157 -1.64848 0.528 -0.069 0.524
H 1.26340 -1.88133 -3.17564 -0.276 0.317 -0.240
H 0.20752 -0.73682 -2.23837 0.236 0.208 -0.275
H 2.33209 0.24722 -1.86818 -0.162 -0.064 0.182
H 3.17375 -1.19410 -2.26280 0.257 -0.435 0.793
H 1.05368 -0.58188 3.30844 -0.152 0.047 -0.545
H 1.33262 1.18852 2.93590 -0.367 -0.303 -0.400
H 2.51312 0.26144 3.76070 0.140 -0.205 -0.095
C -0.23298 0.18791 -6.72023 -1.078 0.259 0.391
C 0.76776 -0.43604 -5.75540 -1.020 0.115 -1.675
O 1.92893 0.35218 -6.04466 1.166 0.529 1.392
C 2.37824 1.26223 -5.12022 -1.656 -2.159 1.520
O 2.01235 1.28911 -3.92982 1.074 0.592 -3.206
O 3.27631 1.98671 -5.76286 0.199 0.093 -0.220
C 3.69494 3.14466 -5.10043 0.656 1.959 1.085
H 0.17610 0.27899 -7.72643 0.493 0.475 0.303
H -0.51667 1.12953 -6.25014 -0.096 0.360 -0.722
H -1.14816 -0.36069 -6.94290 -0.137 -0.369 0.725
H 0.85319 -1.44140 -6.16779 1.027 -0.222 0.697
H 0.46855 -0.41803 -4.70742 0.214 0.064 -0.203
H 4.42152 3.78700 -5.59802 0.122 -0.923 -1.210
H 4.23192 2.95249 -4.17155 -0.686 -0.326 0.338
H 2.87279 3.85330 -5.00044 -0.302 -0.367 0.615
C 3.09784 1.55673 6.84631 0.263 0.190 -0.335
C 1.60666 1.80609 6.81965 1.678 0.493 -0.747
O 1.10086 0.69716 7.49625 -2.381 -2.599 0.636
C 0.17029 -0.16256 6.94630 0.305 1.997 -1.667
O -0.36150 0.03988 5.85709 0.746 -0.659 1.698
O -0.03103 -1.19168 7.75880 0.365 0.295 0.202
C -0.96676 -2.17141 7.31992 -0.942 -0.440 -0.502
H 3.29117 0.63909 6.29073 0.132 -0.206 0.285
H 3.40850 1.47681 7.88804 0.375 -0.062 -0.213
H 3.63648 2.33255 6.30218 0.083 0.235 0.299
H 1.36587 1.89560 5.76035 -0.956 -0.048 0.249
H 1.41645 2.71153 7.39593 -0.586 -0.032 -0.215
H -1.23885 -2.85160 8.12702 0.494 0.384 0.314
H -0.59076 -2.78969 6.50478 0.286 0.267 -0.033
H -1.89616 -1.71248 6.98271 0.142 0.199 -0.065
C -0.41753 -5.96228 -0.56219 0.439 -0.248 -0.130
C -1.22008 -5.89865 0.73778 -0.295 -1.360 -1.708
O -0.67544 -4.86969 1.49326 -0.561 0.784 1.044
C -1.15762 -4.65067 2.71835 -0.957 -0.484 3.448
C -0.48817 -3.43429 3.35486 0.490 -0.727 -0.452
O -1.92871 -5.33992 3.42558 1.740 1.259 -3.162
H -0.18254 -4.97872 -0.96901 -0.565 0.271 0.145
H -0.96892 -6.51676 -1.32155 0.030 -0.042 0.039
H 0.58070 -6.39281 -0.48293 -0.112 -0.398 0.392
H -2.25588 -5.74318 0.43602 -0.186 0.625 0.376
H -1.26129 -6.83011 1.30240 0.421 -0.084 0.009
H -1.13613 -2.55833 3.38543 0.023 -0.130 0.014
H 0.43699 -3.23326 2.81471 -0.138 0.355 -0.107
H -0.19044 -3.75032 4.35465 -0.297 0.221 0.077
C -1.73536 2.06800 -3.04499 0.829 1.004 1.028
C -2.38994 2.64871 -4.26780 1.960 -2.705 -0.517
O -3.76013 2.55970 -4.03451 -0.685 0.353 0.297
C -4.58152 3.43559 -4.52955 0.342 4.984 -3.566
C -5.98178 3.20417 -4.09550 -1.743 0.117 0.269
O -4.25017 4.38813 -5.34604 -1.051 -4.074 3.476
H -1.98085 2.64885 -2.15592 0.101 0.184 0.084
H -0.65988 2.14910 -3.20271 0.162 -0.214 0.225
H -1.98429 1.04008 -2.78135 -0.194 -0.033 -0.548
H -1.88602 3.51185 -4.70271 -1.018 0.693 0.602
H -2.15022 1.86132 -4.98239 -0.350 0.084 -0.741
H -6.71547 3.91699 -4.47190 0.502 -0.038 -1.033
H -6.27584 3.33263 -3.05380 1.176 -0.370 0.544
H -6.28544 2.19130 -4.36004 -0.009 -0.003 -0.084
Cl -1.65603 5.23176 2.93017 0.353 -0.225 0.168
C -0.70754 3.73266 2.91564 -0.342 -0.784 -0.283
Cl 1.00467 3.88849 3.30854 0.134 0.428 0.026
H -1.10307 3.01030 3.62967 -0.198 0.378 -0.011
H -0.77991 3.30277 1.91661 0.084 0.194 0.117
```
Positions in Å, forces in eV/Å.

Its structure (SMILES) is CCOC(=O)OC.CCOC(=O)OC.CCOC(=O)OC.CCOC(C)=O.CCOC(C)=O.ClCCl. The total energy comes out at -74118.5973 eV.